Entry 1:
Molecular formula: C4H12
Method: DFT, ωB97M-V/def2-TZVPD

Values from the calculation:
Kohn-Sham gap (spin up / spin down)   10.778 / 2.891 eV
Total charge   +1
⟨S²⟩   0.753
2S+1   2
HOMO energy (spin up / spin down)   -14.41 / -14.38 eV

Structure (XYZ):
```
16
Properties=species:S:1:pos:R:3:forces:R:3:mulliken_charge:R:1
C 2.0147 -2.0590 0.1613 0.3 0.0 -1.0 -0.484
C 2.7619 -0.9869 -0.4589 -0.3 -0.8 -0.6 -0.582
H 0.8855 -1.9387 0.0521 -0.1 0.0 0.4 0.318
H 2.2762 -3.0645 -0.1420 0.1 -0.1 0.2 0.345
H 1.9044 -1.9118 1.2793 -0.3 0.2 0.2 0.354
H 3.6685 -0.6020 0.1063 0.0 0.3 0.0 0.373
H 3.2904 -1.3521 -1.3596 0.1 0.1 0.2 0.323
H 2.1580 -0.0831 -0.6082 0.1 0.4 0.5 0.337
C -2.1680 0.9571 0.6207 0.0 0.0 0.0 -0.525
C -2.5858 2.0257 -0.3865 0.7 0.2 -0.3 -0.820
H -3.0317 0.3719 0.9362 0.1 -0.1 0.0 0.293
H -1.4055 0.2647 0.2391 -0.2 0.0 -0.1 -0.030
H -1.7662 1.4214 1.5178 0.2 0.0 0.1 0.292
H -3.3722 1.6777 -1.0498 -0.3 0.1 0.2 0.281
H -2.8496 2.9319 0.1573 -0.5 -0.1 -0.2 0.259
H -1.7805 2.3479 -1.0652 0.0 -0.2 0.3 0.266
```
Positions in Å, forces in eV/Å.



Entry 2:
Molecular formula: C4H12ClMg2O2
Method: DFT, ωB97M-V/def2-TZVPD

Values from the calculation:
Kohn-Sham gap   3.381 eV
Total charge   +3
HOMO energy   -18.69 eV

Structure (XYZ):
```
21
Properties=species:S:1:pos:R:3:forces:R:3:nbo_charge:R:1
Mg -14.6404 13.4177 -9.7676 1.3 0.7 -0.7 1.876
Mg -10.0345 15.9391 -13.1373 -0.9 -1.5 -0.9 1.874
Cl -12.1209 14.6533 -11.1952 -0.7 -0.2 0.2 -0.833
C -14.4477 16.1102 -15.4648 0.7 1.0 0.5 -0.631
C -13.0692 16.7075 -15.7563 -1.9 0.6 -0.6 -0.083
O -12.0654 15.7747 -15.4634 1.8 -0.5 1.0 -0.793
H -14.7633 15.3403 -16.1689 0.0 0.2 0.0 0.234
H -15.0914 16.9894 -15.4400 -0.6 -0.4 -0.3 0.246
H -14.4195 15.7201 -14.4474 -0.2 -0.2 0.1 0.180
H -12.9338 17.6308 -15.1930 0.2 -0.2 0.2 0.175
H -13.0271 16.9803 -16.8107 0.2 0.1 0.0 0.203
H -12.0942 15.1678 -16.2067 0.6 -0.5 0.0 0.509
C -9.3255 11.0996 -14.7660 0.1 0.3 0.2 -0.648
C -8.6124 12.1436 -13.8627 -0.3 -2.4 -0.8 -0.081
O -8.6191 13.4325 -14.4284 -1.0 1.9 0.3 -0.791
H -8.7886 10.9625 -15.7046 0.1 -0.1 0.0 0.228
H -10.3604 11.3171 -15.0301 0.0 0.4 0.2 0.209
H -9.3590 10.1423 -14.2459 0.2 0.0 0.0 0.246
H -7.5552 11.8786 -13.8801 -0.1 -0.4 1.0 0.200
H -9.0910 12.1070 -12.8841 0.4 0.5 0.1 0.171
H -8.0903 13.2982 -15.2183 0.1 0.8 -0.5 0.509
```
Positions in Å, forces in eV/Å.



Entry 3:
Molecular formula: C4H12ClO6S2
Method: DFT, ωB97M-V/def2-TZVPD

Values from the calculation:
Kohn-Sham gap   8.270 eV
Total charge   -1
HOMO energy   -5.85 eV

Structure (XYZ):
```
25
Properties=species:S:1:pos:R:3:forces:R:3:nbo_charge:R:1
Cl 0.7364 3.4261 2.1689 -0.7 2.9 -1.1 2.459
O 1.3975 4.7334 1.8218 -1.2 -2.1 0.1 -0.873
O 1.7886 2.4960 2.4880 -0.7 -0.3 0.3 -0.836
O -0.1979 3.7017 3.2740 1.1 -0.9 -0.7 -0.855
O -0.0847 2.9322 1.0161 1.3 0.4 1.3 -0.890
C 1.6146 1.5401 -1.9267 -1.2 -1.3 -0.3 -0.818
S 2.5751 -0.0246 -1.9397 -0.2 -0.6 1.0 1.212
O 3.2670 -0.2480 -0.6430 -0.1 0.1 -0.4 -0.965
C 1.2673 -1.4112 -2.0728 -0.7 0.9 -0.9 -0.820
H 1.0361 1.2964 -2.8179 0.0 0.7 -0.6 0.203
H 2.2117 2.4454 -2.0358 0.3 -0.5 0.0 0.252
H 0.8392 1.6752 -1.1727 0.5 -0.1 0.6 0.271
H 1.7516 -2.2650 -2.5468 0.4 0.1 0.4 0.224
H 0.4910 -1.1372 -2.7872 0.2 0.5 -0.5 0.214
H 0.6173 -1.7210 -1.2545 0.9 0.3 0.8 0.221
C -1.9390 -3.0174 0.1947 0.0 1.3 0.2 -0.787
S -2.6274 -1.2316 0.1111 -0.6 -2.2 3.2 1.164
O -3.9964 -1.4236 0.7986 1.8 0.7 -1.3 -0.974
C -1.4836 -0.5623 1.4314 -0.6 0.4 -0.2 -0.805
H -0.8771 -2.9950 -0.0501 -0.2 -0.2 -1.1 0.214
H -2.6714 -3.5671 -0.3964 0.7 -0.2 -0.4 0.228
H -1.8844 -3.4688 1.1854 -0.8 0.6 0.4 0.227
H -1.6848 -1.0201 2.3999 -0.2 -0.4 -0.3 0.231
H -1.7229 0.4930 1.5626 0.1 0.1 -0.3 0.264
H -0.4237 -0.6465 1.1913 -0.1 -0.1 -0.3 0.239
```
Positions in Å, forces in eV/Å.



Entry 4:
Molecular formula: C4H12CrN4O16S2
Method: DFT, ωB97M-V/def2-TZVPD

Values from the calculation:
Kohn-Sham gap (spin up / spin down)   3.460 / 3.450 eV
Total charge   -3
⟨S²⟩   8.777
2S+1   6
HOMO energy (spin up / spin down)   3.00 / 2.97 eV

Structure (XYZ):
```
39
Properties=species:S:1:pos:R:3:forces:R:3:nbo_charge:R:1
Cr 3.4833 17.5776 10.8043 0.3 -0.5 -0.6 1.229
S 4.3868 14.9930 10.7224 1.4 -1.9 -4.4 2.616
O 5.3259 14.8603 9.6247 1.4 -1.0 1.1 -1.012
O 3.2576 15.6720 10.0855 -4.8 0.4 -1.1 -1.082
O 4.0646 13.6960 11.3185 -0.4 -0.2 1.1 -1.083
O 4.6974 16.0508 11.6581 2.8 1.4 4.1 -1.096
S 5.1853 17.8874 7.9724 1.3 -8.1 -1.7 2.624
O 4.4602 18.2917 9.1791 -1.6 2.3 2.8 -1.090
O 5.2312 18.8686 6.9419 0.3 4.2 -1.3 -1.099
O 6.4604 17.2586 8.3234 2.2 2.4 1.0 -1.081
O 4.4954 16.7164 7.4266 -2.5 -0.2 -1.1 -1.128
C 5.2219 18.0952 14.2664 -0.1 0.5 -0.2 -0.485
N 5.3504 19.0542 13.0979 0.5 -1.0 0.1 0.546
O 5.9292 20.1027 13.3496 0.1 0.7 0.4 -0.472
O 5.0090 18.7384 11.9886 0.0 0.4 0.1 -0.294
H 5.0933 17.0625 13.9422 -0.1 0.3 -0.4 0.273
H 4.3693 18.4606 14.8387 -0.1 -0.2 -0.1 0.222
H 6.1285 18.2552 14.8501 0.0 -0.1 -0.1 0.195
C 2.1780 20.5240 8.3673 0.1 0.0 0.7 -0.478
N 2.3235 20.7032 9.8348 1.1 -1.8 1.8 0.541
O 2.7261 19.7625 10.5263 -0.7 1.1 -0.9 -0.341
O 2.1089 21.7715 10.3580 -0.7 1.7 -0.3 -0.447
H 2.9759 21.1323 7.9414 0.3 -0.7 -0.2 0.246
H 1.2495 20.9972 8.0477 -0.2 -0.3 0.3 0.191
H 2.2292 19.4394 8.2720 0.4 0.2 -0.9 0.293
C 2.6833 15.3468 13.7804 -0.5 0.5 -0.5 -0.487
N 1.9481 16.5977 13.4084 1.8 -3.9 2.1 0.374
O 2.5411 17.3953 12.6707 1.8 3.5 -2.4 -0.639
O 0.7698 16.7376 13.7658 -3.2 0.4 0.9 -0.665
H 3.7274 15.5398 14.0270 -0.1 0.2 -0.2 0.189
H 2.6785 14.7088 12.8966 0.2 -0.3 0.1 0.259
H 2.2189 14.8502 14.6323 -0.4 0.2 -0.1 0.164
C -1.0192 17.3671 9.7220 -0.8 -0.4 -0.4 -0.479
N 0.3316 17.5858 9.1846 2.4 0.5 0.1 0.517
O 0.4609 17.6956 7.9567 -0.6 -0.1 1.3 -0.397
O 1.2633 17.6564 9.9891 -2.1 -0.2 -1.2 -0.305
H -1.6578 17.4923 8.8476 -0.2 -0.1 0.3 0.204
H -1.3073 18.0503 10.5210 0.6 0.1 -0.1 0.232
H -1.0768 16.3508 10.1118 0.2 0.1 -0.1 0.244
```
Positions in Å, forces in eV/Å.



Entry 5:
Molecular formula: C4H12CsO2
Method: DFT, ωB97M-V/def2-TZVPD

Values from the calculation:
Kohn-Sham gap   9.752 eV
Total charge   +1
HOMO energy   -13.61 eV

Structure (XYZ):
```
19
Properties=species:S:1:pos:R:3:forces:R:3:mulliken_charge:R:1
Cs -0.3556 -0.6914 0.1515 6.1 -6.4 -7.8 0.788
C 3.5579 -1.5883 0.4128 1.7 -0.5 -0.5 -1.404
C 2.4595 -0.6712 0.6795 0.7 1.4 -0.5 0.110
O 1.4620 -1.2716 1.3881 1.6 -1.9 4.6 -0.617
H 3.2990 -2.5063 -0.1148 -0.3 0.0 0.2 0.321
H 4.1102 -1.8180 1.3240 0.0 -0.1 -0.1 0.323
H 4.2115 -1.0409 -0.2664 0.4 -0.1 0.1 0.372
H 2.0017 -0.3707 -0.2629 0.6 0.5 -0.6 0.257
H 2.7873 0.2167 1.2201 0.3 0.2 -0.2 0.294
H 0.9185 -0.5746 1.7627 1.5 -0.3 1.7 0.371
C -3.0827 1.1429 -1.6680 0.6 0.0 0.7 -1.065
C -2.7016 1.3803 -0.1679 -1.0 1.2 -2.0 -0.105
O -2.1372 0.2024 0.3802 -9.5 4.4 2.3 -0.571
H -3.9004 0.4309 -1.7799 0.0 0.1 0.1 0.302
H -2.2223 0.8005 -2.2430 0.1 -0.4 0.1 0.302
H -3.3255 2.0717 -2.1843 -0.3 0.1 0.5 0.363
H -3.5842 1.7209 0.3735 0.2 0.0 0.2 0.269
H -1.9085 2.1274 -0.1375 -0.2 0.4 0.1 0.297
H -1.5896 0.4395 1.1322 -2.5 1.5 1.2 0.393
```
Positions in Å, forces in eV/Å.



Entry 6:
Molecular formula: C4H12F12O18S4Zn2
Method: DFT, ωB97M-V/def2-TZVPD

Values from the calculation:
Kohn-Sham gap   8.149 eV
Total charge   0
HOMO energy   -9.63 eV

Structure (XYZ):
```
52
Properties=species:S:1:pos:R:3:forces:R:3:nbo_charge:R:1
Zn 0.2287 -2.0410 2.4334 -0.5 0.8 -1.4 1.769
Zn -1.9450 -0.1318 -1.3074 0.6 0.6 0.9 1.784
C -0.9929 3.8686 -2.4952 -0.6 0.4 0.0 0.689
F -1.2030 5.1202 -2.9140 0.1 -0.2 0.0 -0.311
F -0.7878 3.0975 -3.5777 0.2 -0.1 -0.1 -0.340
F 0.0919 3.8568 -1.7444 0.6 -0.2 0.1 -0.310
S -2.4478 3.2837 -1.5447 -0.5 0.8 0.1 2.387
O -3.5582 3.5748 -2.3990 -0.1 -0.4 -0.2 -0.946
O -2.1339 1.8564 -1.4107 0.0 -0.8 0.0 -1.139
O -2.3864 3.9982 -0.3037 0.0 -0.1 -0.2 -0.964
C 2.4731 0.6360 -0.5882 0.2 0.0 0.0 0.715
F 3.4788 0.8177 0.2638 0.2 0.0 0.0 -0.308
F 2.2039 1.7809 -1.1983 0.0 -0.1 0.0 -0.295
F 2.8357 -0.2773 -1.4905 -0.1 0.0 0.0 -0.311
S 0.9929 0.1287 0.3469 -1.0 0.5 -0.2 2.394
O 1.3438 -1.1498 0.9691 0.7 -0.2 0.3 -1.103
O 0.7328 1.1976 1.2551 0.2 0.0 0.2 -0.935
O 0.0013 -0.0574 -0.7008 0.5 0.0 -0.4 -1.089
C -3.7290 -1.4930 2.5457 0.1 0.2 -0.8 0.715
F -3.4811 -2.6293 1.8960 -0.1 -0.1 0.2 -0.312
F -4.9400 -1.0666 2.2125 -0.1 -0.1 0.1 -0.299
F -3.6719 -1.6949 3.8505 0.0 -0.2 0.3 -0.306
S -2.5148 -0.1919 2.0911 0.8 0.4 -0.4 2.402
O -2.9802 0.9533 2.7706 -0.3 0.5 0.4 -0.891
O -1.2041 -0.6729 2.5852 -0.3 -0.4 0.6 -1.129
O -2.4985 -0.1157 0.6378 -0.7 -0.3 0.3 -1.084
C 0.1479 -3.8459 -1.2424 0.0 0.9 0.3 0.711
F 0.7988 -4.7222 -0.4852 0.2 -0.3 0.0 -0.315
F 0.9411 -2.7850 -1.4440 0.0 -0.2 -0.1 -0.316
F -0.1493 -4.3823 -2.4070 0.0 -0.2 -0.3 -0.296
S -1.3711 -3.3160 -0.3638 -0.3 0.6 0.7 2.410
O -0.9169 -2.8614 0.9486 0.5 -0.7 0.3 -1.112
O -1.8500 -2.1565 -1.1048 -0.3 -0.4 -1.1 -1.084
O -2.2041 -4.4653 -0.3434 -0.1 -0.2 -0.2 -0.908
O 1.5641 -3.5669 2.2715 0.4 -0.4 0.3 -0.999
H 2.4828 -3.3278 2.0852 -0.1 0.2 -0.1 0.526
H 1.5693 -4.4919 2.5458 -0.2 0.1 -0.1 0.520
O 1.1848 -1.0607 3.9596 0.2 -0.4 0.9 -1.002
H 1.4660 -0.1400 4.0598 -0.2 0.1 -0.5 0.539
H 0.8851 -1.3381 4.8361 0.1 0.2 0.0 0.507
O -0.7421 3.9632 1.9393 -0.2 0.1 -0.1 -0.974
H -0.3970 3.1239 1.6114 -0.1 0.1 0.0 0.470
H -1.4922 4.1525 1.3432 0.5 -0.2 0.3 0.496
O -1.4956 -0.0583 -3.3105 -0.2 -0.3 -0.6 -0.997
H -2.1031 0.2197 -4.0075 0.0 0.1 0.2 0.520
H -0.6228 -0.1183 -3.7127 0.1 0.0 0.2 0.518
O 3.1887 2.1807 -3.9387 0.0 0.0 -0.1 -0.935
H 2.6987 2.9511 -3.6300 0.0 0.0 0.0 0.475
H 2.5150 1.5163 -4.1081 0.0 0.0 0.0 0.461
O 6.6772 0.3672 1.0659 0.0 0.0 0.0 -0.941
H 7.0743 1.2436 1.0364 0.0 0.0 0.0 0.471
H 6.2424 0.2694 0.2123 0.0 0.0 0.0 0.470
```
Positions in Å, forces in eV/Å.